[1]
{
  "formula": "C20H18Cl48F3N5P",
  "method": "ωB97M-V/def2-TZVPD",
  "symbols": ["H", "N", "H", "C", "C", "Cl", "C", "Cl", "C", "Cl", "Cl", "Cl", "Cl", "H", "C", "Cl", "H", "Cl", "C", "Cl", "Cl", "Cl", "H", "Cl", "Cl", "F", "H", "Cl", "F", "H", "H", "Cl", "Cl", "H", "N", "Cl", "N", "Cl", "Cl", "N", "C", "C", "P", "H", "C", "C", "Cl", "Cl", "C", "Cl", "Cl", "Cl", "Cl", "Cl", "H", "Cl", "C", "H", "N", "Cl", "Cl", "Cl", "F", "Cl", "C", "Cl", "H", "Cl", "Cl", "Cl", "C", "Cl", "Cl", "Cl", "Cl", "H", "H", "Cl", "C", "Cl", "C", "C", "C", "Cl", "Cl", "C", "C", "Cl", "H", "Cl", "Cl", "Cl", "H", "H", "Cl"],
  "coordinates": [[0.487, -3.499, 0.666], [0.616, -0.453, 1.505], [-0.615, -4.683, -1.218], [3.347, -2.432, 8.235], [5.297, -0.700, -8.248], [-5.454, -4.308, 0.001], [0.094, -4.067, -1.743], [4.298, -1.013, -9.664], [0.899, -0.386, 2.963], [6.759, -1.679, -8.329], [1.541, 3.153, 5.469], [2.223, 2.588, 8.213], [-0.952, 4.073, 2.935], [2.601, -3.175, -1.670], [0.825, -2.786, -8.740], [7.024, 4.036, 0.403], [-0.145, -4.062, -2.795], [2.291, -3.762, -8.721], [5.629, 3.036, 0.742], [-6.650, 6.789, 1.019], [0.907, -1.573, -7.450], [-6.703, 10.115, -0.149], [-0.964, -2.300, -1.290], [2.393, 4.456, -5.125], [4.392, 2.477, -5.762], [-1.229, -2.926, 2.594], [1.070, -4.526, -1.631], [-3.184, -5.011, -1.625], [-2.430, -2.336, 0.902], [1.000, -1.648, 5.619], [3.471, -1.143, -1.321], [-0.177, 3.673, 0.166], [-3.051, -5.345, 1.231], [3.489, 0.397, 0.383], [2.479, 0.398, 0.421], [3.437, 2.754, -3.038], [1.900, -1.914, 0.381], [3.078, -0.698, 8.009], [-4.033, 3.073, 0.913], [1.279, -1.673, 3.497], [0.058, -2.644, -1.213], [1.728, -0.639, 0.740], [3.196, -2.365, -0.704], [2.007, 1.281, 0.307], [0.544, -2.514, 0.225], [-3.829, 1.769, -0.247], [4.191, 3.716, -0.028], [5.355, 2.939, 2.486], [-6.355, 6.114, 2.617], [-6.411, -6.124, -3.300], [-3.893, -6.855, -4.508], [2.067, -3.096, 9.247], [5.096, 4.786, -4.190], [-7.518, 4.832, 2.950], [4.602, -3.927, -0.276], [-8.584, 8.708, -1.814], [3.828, 3.618, -4.545], [2.242, -1.594, 3.793], [4.401, -2.987, 0.034], [-6.364, -7.394, -5.884], [-4.716, 5.436, 2.668], [4.390, -1.117, -6.787], [-2.028, -0.918, 2.484], [-2.173, 1.117, -0.125], [2.823, 3.225, 6.686], [5.902, 1.396, 0.112], [1.697, 0.340, 3.071], [3.329, -3.234, 6.657], [-0.578, -3.829, -8.489], [-4.729, -7.077, -0.338], [-4.112, -5.438, -0.181], [0.673, -1.970, -10.292], [-5.670, -8.901, -3.531], [-6.498, 7.380, 3.833], [-4.076, 2.381, -1.880], [0.043, 0.045, 3.457], [0.636, -2.023, -1.893], [1.802, 3.623, 2.254], [-1.499, -1.912, 1.776], [-4.974, 0.475, 0.091], [0.538, -2.048, 4.723], [-5.587, -7.320, -4.306], [-8.404, 9.983, -0.604], [-9.360, 9.577, 0.822], [4.909, -2.687, 9.003], [0.293, 4.383, 1.730], [-0.317, -1.446, 0.960], [4.184, 2.233, 6.136], [-0.792, -0.921, 0.134], [5.738, 1.014, -8.233], [0.532, 6.111, 1.545], [3.348, 4.891, 6.884], [0.514, -3.126, 4.806], [-0.481, -1.702, 4.666], [-8.959, 11.515, -1.273]],
  "atomic_forces_ev_per_a": [[0.3, -0.1, 0.5], [-0.8, 0.0, -0.6], [-0.2, -0.3, 0.1], [0.0, 0.1, 0.1], [0.0, 0.0, -0.2], [0.0, 0.0, 0.0], [0.3, 0.1, 0.2], [0.0, 0.0, -0.1], [0.5, 0.1, 0.2], [0.1, 0.0, 0.0], [-0.1, 0.0, 0.1], [0.0, 0.0, 0.1], [-0.1, -0.1, 0.0], [-0.4, 0.3, -0.1], [0.0, 0.0, 0.0], [0.0, 0.0, 0.0], [-0.2, -0.1, -0.4], [0.0, -0.1, 0.0], [-0.1, 0.1, 0.1], [0.0, 0.0, -0.1], [-0.1, 0.0, 0.0], [0.1, 0.1, 0.0], [-0.3, 0.2, 0.1], [0.0, 0.0, 0.0], [-0.1, 0.1, 0.2], [0.0, -0.1, 0.2], [0.2, -0.1, 0.0], [-0.1, 0.1, 0.0], [0.0, 0.0, 0.1], [0.0, 0.2, 0.2], [-0.4, 0.2, 0.0], [0.1, 0.2, 0.2], [0.0, -0.1, 0.1], [0.1, -0.1, -0.4], [0.6, 0.2, 0.3], [-0.1, -0.2, -0.2], [0.1, 0.3, -1.9], [0.0, 0.0, 0.0], [0.0, -0.2, -0.2], [-0.3, 0.5, 0.6], [0.4, -0.5, -0.6], [0.0, -0.1, 0.8], [1.2, -0.9, 0.5], [0.0, 0.3, 0.7], [-0.8, -0.2, 0.9], [0.0, 0.0, -0.1], [0.2, 0.0, 0.0], [0.0, 0.0, 0.1], [-0.1, 0.0, 0.0], [0.0, 0.1, 0.0], [0.0, 0.0, -0.1], [0.0, 0.0, 0.0], [0.1, 0.1, 0.0], [0.0, 0.0, 0.0], [0.2, -0.2, 0.3], [0.0, 0.0, 0.0], [0.0, 0.0, 0.0], [0.3, -0.3, -0.3], [-0.2, 0.3, -0.3], [0.0, 0.0, 0.0], [0.1, 0.2, 0.2], [0.1, 0.1, 0.0], [0.0, 0.1, 0.2], [-0.1, 0.0, 0.0], [0.0, 0.0, 0.0], [0.0, -0.1, 0.0], [0.2, 0.3, -0.1], [0.0, -0.1, -0.1], [0.0, 0.0, 0.1], [0.0, 0.0, 0.0], [0.0, -0.1, 0.0], [0.0, 0.0, -0.1], [0.0, 0.0, 0.0], [0.0, 0.0, 0.0], [0.0, 0.0, 0.0], [-0.4, -0.1, 0.0], [0.1, 0.4, 0.0], [0.0, 0.0, 0.0], [0.0, -0.3, -0.3], [0.0, 0.0, 0.0], [0.1, -0.2, -0.3], [0.0, 0.0, 0.0], [0.0, 0.0, 0.0], [0.0, 0.0, 0.0], [0.0, 0.0, 0.0], [0.0, 0.0, -0.2], [0.2, 0.4, -0.7], [0.1, 0.0, 0.0], [-0.3, 0.1, 0.1], [0.0, -0.1, 0.0], [0.0, 0.0, 0.0], [0.0, 0.0, 0.0], [0.0, -0.3, 0.1], [-0.3, 0.1, 0.0], [0.0, 0.0, 0.0]],
  "homo_lumo_gap_ev": 9.31,
  "homo_ev": -12.38,
  "total_energy_ha": -23776.43301,
  "charge": 1,
  "multiplicity": 1,
  "e_lumo_ha": -0.1127
}

[2]
{
  "formula": "C20H18ClN3O2",
  "method": "ωB97M-V/def2-TZVPD",
  "symbols": ["H", "C", "H", "H", "H", "H", "H", "C", "C", "C", "H", "N", "Cl", "N", "H", "O", "C", "C", "H", "H", "C", "C", "H", "C", "C", "C", "N", "H", "C", "H", "H", "C", "C", "C", "C", "H", "C", "O", "C", "H", "C", "H", "C", "H"],
  "coordinates": [[2.199, 0.550, -3.988], [-1.394, -0.002, -2.718], [0.712, 0.705, 4.287], [-0.260, -3.074, 3.214], [2.021, 2.226, -1.396], [-2.550, 1.036, 0.840], [-0.660, 0.621, -0.818], [-2.295, 0.311, 1.588], [-1.074, -0.238, -4.045], [1.964, 1.134, -1.354], [0.709, 4.565, 2.444], [1.730, 0.760, 0.014], [-2.295, -0.792, -5.135], [1.834, -1.647, -0.182], [0.456, -0.228, -5.542], [-1.294, -0.541, 1.307], [-0.413, 0.445, -1.853], [1.399, 1.594, 1.064], [0.399, 3.148, 4.417], [-2.181, -1.496, 4.290], [-2.802, 0.066, 2.823], [1.191, 0.400, -3.630], [2.013, -1.549, -1.172], [0.860, 3.500, 2.363], [0.887, 0.647, -2.297], [1.224, 0.779, 2.199], [1.462, -0.521, 1.811], [2.937, 0.739, -1.677], [-1.151, -1.356, 2.374], [2.096, -2.412, 2.337], [0.526, -2.754, 0.553], [1.219, 2.960, 1.134], [0.864, 1.323, 3.416], [1.698, -0.553, 0.456], [0.216, -0.037, -4.508], [1.341, 3.595, 0.270], [1.307, -1.704, 2.611], [-0.050, -3.183, 1.220], [-0.060, -2.394, 2.375], [-2.399, -0.170, -2.364], [-2.057, -1.022, 3.337], [1.411, -1.424, 3.660], [0.686, 2.698, 3.479], [-3.602, 0.587, 3.307]],
  "atomic_forces_ev_per_a": [[0.1, 0.0, 0.0], [0.0, 0.0, -0.1], [0.0, -0.1, 0.1], [0.0, 0.2, 0.0], [0.1, -0.1, 0.1], [0.0, 0.1, -0.2], [0.0, 0.0, 0.1], [-0.6, 0.4, 0.5], [0.2, 0.1, 0.1], [0.1, 0.0, -0.2], [0.0, 0.1, 0.0], [0.0, -0.4, 0.1], [-0.1, -0.1, -0.1], [0.1, -0.6, -0.3], [0.0, 0.0, -0.1], [0.3, -0.3, -0.4], [0.1, 0.0, -0.1], [-0.2, 0.2, 0.6], [0.0, 0.0, 0.1], [0.0, -0.2, 0.2], [0.1, 0.3, -0.5], [0.0, 0.0, 0.2], [0.0, 0.2, 0.0], [-0.1, 0.1, 0.1], [0.0, 0.0, -0.1], [0.0, 0.6, 0.0], [0.2, 0.3, -0.2], [-0.1, 0.1, 0.0], [-0.2, -0.5, 0.9], [0.0, 0.1, 0.1], [0.1, -0.1, 0.0], [0.1, -0.2, -0.1], [0.1, -0.2, -0.2], [0.2, 0.1, -0.1], [-0.1, 0.0, -0.1], [0.0, 0.1, -0.1], [-0.2, -0.5, 0.0], [-0.1, -0.1, -0.2], [0.1, 0.3, 0.0], [-0.1, 0.0, 0.0], [0.5, -0.3, -0.4], [0.0, 0.0, -0.1], [0.0, 0.2, 0.0], [-0.2, 0.2, 0.0]],
  "homo_lumo_gap_ev": 8.43,
  "homo_ev": -7.78,
  "e_above_lowest_kcal_mol": 40.06,
  "total_energy_ha": -1547.89305,
  "multiplicity": 1,
  "e_lumo_ha": 0.0238
}

[3]
{
  "formula": "C20H18NaOS2Sb",
  "method": "ωB97M-V/def2-TZVPD",
  "symbols": ["C", "H", "C", "C", "Na", "C", "H", "C", "C", "H", "H", "O", "H", "H", "C", "C", "Sb", "H", "C", "H", "C", "C", "C", "H", "C", "H", "H", "H", "H", "C", "C", "C", "C", "H", "H", "C", "H", "H", "C", "C", "H", "S", "S"],
  "coordinates": [[-0.562, -1.395, -0.488], [-1.422, -4.299, 1.041], [1.412, -0.229, -5.678], [0.290, 1.775, -0.615], [1.624, 0.740, 3.321], [1.093, 2.861, -0.960], [2.943, 1.251, -5.442], [-2.848, -1.987, -0.980], [2.173, 0.590, -3.551], [-1.877, -0.235, -1.735], [-2.508, 3.486, 0.244], [0.257, -1.545, 6.750], [2.835, 1.235, -2.984], [-3.565, -3.808, -0.098], [0.696, -0.771, 5.757], [-0.693, 4.386, -0.458], [1.191, -0.184, -0.721], [0.220, -2.069, 8.690], [0.461, -1.085, -3.640], [2.111, 2.694, -1.296], [1.266, -0.234, -2.890], [-1.772, -1.124, -1.123], [-1.494, 3.314, -0.094], [-1.076, 5.396, -0.402], [0.529, -1.077, -5.027], [-0.222, -1.763, -3.147], [1.652, -1.102, 8.231], [-3.786, -1.762, -1.472], [0.074, -0.311, 8.411], [0.578, -1.227, 8.103], [-1.525, -3.411, 0.430], [2.241, 0.600, -4.936], [0.607, 4.158, -0.887], [1.245, 4.987, -1.164], [0.475, -2.750, 0.817], [-1.004, 2.015, -0.165], [-0.111, -1.734, -5.603], [-1.640, 1.192, 0.136], [-2.725, -3.135, -0.208], [-0.453, -2.541, 0.295], [1.459, -0.218, -6.759], [0.226, -1.291, 4.221], [1.623, 0.607, 6.076]],
  "atomic_forces_ev_per_a": [[0.2, 0.1, 0.0], [0.0, 0.0, 0.0], [0.0, 0.0, 0.0], [0.1, -0.2, 0.1], [0.0, 0.0, 0.2], [0.0, 0.0, 0.0], [0.0, 0.0, 0.0], [-0.1, 0.0, 0.0], [0.0, 0.0, 0.1], [0.0, 0.0, 0.0], [0.0, 0.0, 0.0], [0.0, 0.0, -0.1], [0.0, 0.0, 0.0], [0.0, 0.0, 0.0], [0.0, 0.1, 0.1], [0.0, 0.0, 0.0], [-0.3, 0.0, -0.3], [0.0, 0.0, 0.0], [0.0, 0.0, 0.0], [0.0, 0.1, 0.0], [0.0, -0.1, 0.3], [0.0, 0.0, 0.0], [-0.1, 0.0, 0.0], [0.0, 0.0, 0.0], [0.0, 0.0, -0.1], [-0.1, 0.0, 0.0], [0.0, 0.0, 0.0], [0.0, 0.0, 0.0], [0.0, 0.0, 0.0], [0.0, 0.1, 0.1], [0.0, 0.0, 0.0], [0.0, 0.0, -0.1], [0.0, 0.0, 0.0], [0.0, 0.0, 0.0], [0.0, -0.1, 0.0], [0.0, 0.0, 0.0], [0.0, 0.0, 0.0], [0.0, 0.0, 0.0], [0.1, 0.0, 0.0], [0.1, 0.1, 0.0], [0.0, 0.0, 0.0], [-0.2, -0.3, -0.3], [0.2, 0.2, 0.0]],
  "homo_lumo_gap_ev": 7.32,
  "homo_ev": -7.72,
  "total_energy_ha": -2047.07984,
  "multiplicity": 1,
  "e_lumo_ha": -0.0149
}

Repeat the third record exactly.
{
  "formula": "C20H18NaOS2Sb",
  "method": "ωB97M-V/def2-TZVPD",
  "symbols": ["C", "H", "C", "C", "Na", "C", "H", "C", "C", "H", "H", "O", "H", "H", "C", "C", "Sb", "H", "C", "H", "C", "C", "C", "H", "C", "H", "H", "H", "H", "C", "C", "C", "C", "H", "H", "C", "H", "H", "C", "C", "H", "S", "S"],
  "coordinates": [[-0.562, -1.395, -0.488], [-1.422, -4.299, 1.041], [1.412, -0.229, -5.678], [0.290, 1.775, -0.615], [1.624, 0.740, 3.321], [1.093, 2.861, -0.960], [2.943, 1.251, -5.442], [-2.848, -1.987, -0.980], [2.173, 0.590, -3.551], [-1.877, -0.235, -1.735], [-2.508, 3.486, 0.244], [0.257, -1.545, 6.750], [2.835, 1.235, -2.984], [-3.565, -3.808, -0.098], [0.696, -0.771, 5.757], [-0.693, 4.386, -0.458], [1.191, -0.184, -0.721], [0.220, -2.069, 8.690], [0.461, -1.085, -3.640], [2.111, 2.694, -1.296], [1.266, -0.234, -2.890], [-1.772, -1.124, -1.123], [-1.494, 3.314, -0.094], [-1.076, 5.396, -0.402], [0.529, -1.077, -5.027], [-0.222, -1.763, -3.147], [1.652, -1.102, 8.231], [-3.786, -1.762, -1.472], [0.074, -0.311, 8.411], [0.578, -1.227, 8.103], [-1.525, -3.411, 0.430], [2.241, 0.600, -4.936], [0.607, 4.158, -0.887], [1.245, 4.987, -1.164], [0.475, -2.750, 0.817], [-1.004, 2.015, -0.165], [-0.111, -1.734, -5.603], [-1.640, 1.192, 0.136], [-2.725, -3.135, -0.208], [-0.453, -2.541, 0.295], [1.459, -0.218, -6.759], [0.226, -1.291, 4.221], [1.623, 0.607, 6.076]],
  "atomic_forces_ev_per_a": [[0.2, 0.1, 0.0], [0.0, 0.0, 0.0], [0.0, 0.0, 0.0], [0.1, -0.2, 0.1], [0.0, 0.0, 0.2], [0.0, 0.0, 0.0], [0.0, 0.0, 0.0], [-0.1, 0.0, 0.0], [0.0, 0.0, 0.1], [0.0, 0.0, 0.0], [0.0, 0.0, 0.0], [0.0, 0.0, -0.1], [0.0, 0.0, 0.0], [0.0, 0.0, 0.0], [0.0, 0.1, 0.1], [0.0, 0.0, 0.0], [-0.3, 0.0, -0.3], [0.0, 0.0, 0.0], [0.0, 0.0, 0.0], [0.0, 0.1, 0.0], [0.0, -0.1, 0.3], [0.0, 0.0, 0.0], [-0.1, 0.0, 0.0], [0.0, 0.0, 0.0], [0.0, 0.0, -0.1], [-0.1, 0.0, 0.0], [0.0, 0.0, 0.0], [0.0, 0.0, 0.0], [0.0, 0.0, 0.0], [0.0, 0.1, 0.1], [0.0, 0.0, 0.0], [0.0, 0.0, -0.1], [0.0, 0.0, 0.0], [0.0, 0.0, 0.0], [0.0, -0.1, 0.0], [0.0, 0.0, 0.0], [0.0, 0.0, 0.0], [0.0, 0.0, 0.0], [0.1, 0.0, 0.0], [0.1, 0.1, 0.0], [0.0, 0.0, 0.0], [-0.2, -0.3, -0.3], [0.2, 0.2, 0.0]],
  "homo_lumo_gap_ev": 7.32,
  "homo_ev": -7.72,
  "total_energy_ha": -2047.07984,
  "multiplicity": 1,
  "e_lumo_ha": -0.0149
}